# 1
Molecular formula: C2H5NO
Method: DFT, wB97M-V/def2-TZVPD

Values from the calculation:
- 2S+1: 1
- HOMO-LUMO gap: 9.97 eV
- Total energy: -209.07803 hartree
- Structure (SMILES): C=CON

XYZ file:
```
9
Properties=species:S:1:pos:R:3:forces:R:3
C -1.7582 -0.2351 0.0604 0.41 3.80 -1.21
C -0.5062 0.2059 0.1302 0.48 0.56 0.77
O 0.6109 -0.6015 0.2398 0.32 0.45 -0.36
N 1.8950 0.0881 0.0411 -3.58 2.08 -1.36
H -2.4702 0.6230 -0.2534 0.80 -2.06 1.03
H -1.8879 -1.2356 -0.0773 -1.14 -2.58 -0.29
H -0.4097 1.2800 0.2570 0.93 -0.02 -0.26
H 2.5283 -0.4139 0.5820 1.36 -1.19 0.22
H 1.9978 0.2889 -0.9797 0.42 -1.04 1.46
```
Forces are in eV/Å.



# 2
Molecular formula: C2H5NO
Method: DFT, wB97M-V/def2-TZVPD

Values from the calculation:
- 2S+1: 1
- HOMO-LUMO gap: 11.15 eV
- Total energy: -209.06235 hartree
- Structure (SMILES): C#[N+][O-].C

XYZ file:
```
9
Properties=species:S:1:pos:R:3:forces:R:3
C 2.2087 -0.7251 -0.8390 0.70 0.05 1.14
N 2.9199 -0.3516 -0.0144 -1.79 -0.38 -1.49
O 3.4497 0.1054 0.9107 1.94 0.96 2.45
H 1.8825 -0.9683 -1.7653 -0.80 -0.68 -2.12
C -0.4450 1.3523 -0.1530 -4.19 1.18 2.10
H -1.1179 0.7381 0.4922 1.03 -0.07 0.15
H -0.9626 2.3677 0.0826 1.75 -1.31 -0.84
H 0.5668 1.1864 0.0308 1.48 0.25 0.54
H -0.7557 0.9705 -1.0753 -0.11 -0.01 -1.91
```
Forces are in eV/Å.



# 3
Molecular formula: C2H5NO
Method: DFT, wB97M-V/def2-TZVPD

Values from the calculation:
- 2S+1: 1
- HOMO-LUMO gap: 10.93 eV
- Total energy: -209.06680 hartree
- Structure (SMILES): C[C@@H]1NO1

XYZ file:
```
9
Properties=species:S:1:pos:R:3:forces:R:3
C -0.5579 -0.1981 -0.2272 3.75 -3.37 -2.28
C 0.8609 0.3195 -0.1018 -1.76 5.03 -0.90
N 1.9328 -0.5061 -0.4145 1.13 -1.88 -2.49
O 1.7172 -0.0078 0.9000 -0.06 -0.79 2.27
H -0.7020 -0.1194 -1.3092 -0.44 -0.03 0.02
H -1.3409 0.2049 0.2505 -2.42 1.91 2.03
H -0.5059 -1.3129 -0.0211 -0.28 1.16 -0.02
H 0.9485 1.5985 -0.4027 -0.14 -3.93 0.52
H 1.6323 -1.5388 -0.5267 0.23 1.91 0.84
```
Forces are in eV/Å.



# 4
Molecular formula: C2H5NO
Method: DFT, wB97M-V/def2-TZVPD

Values from the calculation:
- 2S+1: 1
- HOMO-LUMO gap: 10.58 eV
- Total energy: -209.17873 hartree
- Structure (SMILES): NCC=O

XYZ file:
```
9
Properties=species:S:1:pos:R:3:forces:R:3
N 0.5409 -0.6829 -0.9189 0.04 0.10 0.01
C -0.3783 -0.2523 0.1310 0.46 -0.09 -0.31
C 0.1230 1.0040 0.8061 -0.14 0.10 0.17
O -0.5912 1.7737 1.3909 -0.05 0.01 -0.05
H 0.3537 -0.2247 -1.8008 -0.01 0.02 0.05
H 0.5047 -1.6782 -1.0798 -0.06 -0.01 0.04
H -1.4019 -0.0859 -0.2036 -0.17 -0.05 0.14
H -0.3651 -1.0171 0.9109 -0.20 -0.02 0.04
H 1.2142 1.1634 0.7642 0.13 -0.07 -0.10
```
Forces are in eV/Å.



# 5
Molecular formula: C2H5NO
Method: DFT, wB97M-V/def2-TZVPD

Values from the calculation:
- 2S+1: 1
- HOMO-LUMO gap (spin up / spin down): 9.31 / 8.64 eV
- Total energy: -209.02313 hartree

XYZ file:
```
9
Properties=species:S:1:pos:R:3:forces:R:3
C -1.7051 1.3860 0.1449 1.96 -1.66 -0.11
C 0.6890 -0.8242 -0.0852 -1.77 -0.44 -1.42
N 0.7825 0.1579 0.8920 0.91 1.67 1.21
O -1.9105 0.4416 -0.5263 -1.07 1.12 0.12
H -2.1850 2.3143 0.3831 -1.14 0.69 -0.06
H 0.3532 -1.8449 0.2950 0.53 1.37 -0.23
H -0.2247 -0.3617 -0.6316 1.08 -1.43 0.03
H 1.4760 -0.9461 -0.8528 -0.06 0.21 0.41
H 1.2238 1.0635 0.5623 -0.45 -1.53 0.06
```
Forces are in eV/Å.



# 6
Molecular formula: C2H5NO
Method: DFT, wB97M-V/def2-TZVPD

Values from the calculation:
- 2S+1: 1
- HOMO-LUMO gap: 10.08 eV
- Total energy: -209.05781 hartree

XYZ file:
```
9
Properties=species:S:1:pos:R:3:forces:R:3
C -0.7734 1.1517 0.1187 -1.87 2.55 0.71
C -0.0520 -0.1706 0.0303 -1.32 0.37 0.45
H -0.3791 1.8792 -0.8299 -1.43 -1.94 2.88
H -0.4460 1.7232 1.2536 -1.11 -1.72 -3.60
H -2.0601 0.9202 0.1082 4.17 0.99 0.03
H 1.9686 0.8996 0.0078 -3.63 -2.96 -2.54
H 1.9338 -0.8702 0.0768 -3.32 2.25 -3.14
N 1.1700 -0.0773 -0.5903 8.59 0.37 5.04
O -0.5319 -1.2371 0.3277 -0.09 0.09 0.17
```
Forces are in eV/Å.



Looking at F_max for the records above, in order, we have 4.4 4.8 5.5 0.6 2.6 10.0 eV Å⁻¹.
Looking at energy relative to the best compared isomer or geometry (same formula, charge and spin) for the records above, in order, we have 90.5 100.4 97.6 27.4 125.0 103.2 kcal/mol.